# 1
Here is a molecular structure, C26H28BrCdIN6O4 from the OMol25 dataset. Energies are from ωB97M-V/def2-TZVPD.

Summary:
Kohn-Sham gap = 3.216 eV
HOMO level = 0.41 eV
Largest force on an atom = 0.0095 hartree/bohr
ΔE to the lowest compared entry with this formula, charge and spin = 7.5 kcal/mol
Molecular weight = 807.77 g/mol
Charge = -2

Element x y z (Å)
Cd: 0.60761 0.71158 0.03671
N: 2.97087 -2.82122 0.69951
C: 2.94672 -1.54653 1.20044
O: 3.81388 -0.72946 0.93007
C: 1.78982 -1.27752 2.13794
C: 1.19726 0.12195 2.04398
H: 3.61168 -2.94172 -0.07054
H: 2.08455 -3.31787 0.62484
H: 2.14331 -1.53718 3.15012
H: 1.00804 -1.99410 1.89365
H: 1.91739 0.87592 2.37954
H: 0.32842 0.15304 2.70737
O: -4.51770 2.65323 4.09943
C: -3.55758 2.50753 3.13204
C: -2.20254 2.65156 3.40850
C: -1.31368 2.47504 2.36424
N: -1.68695 2.18437 1.12018
C: -2.97019 2.05376 0.89277
Br: -3.47961 1.64005 -0.88352
C: -3.96577 2.20641 1.84659
H: -4.07744 2.81921 4.93862
H: -1.85040 2.87794 4.40785
H: -0.24489 2.54985 2.52999
H: -5.00871 2.07311 1.60497
I: 0.32404 -5.39958 -3.00578
C: 0.91377 -3.38804 -2.95625
C: 1.72667 -2.87857 -3.95336
C: 2.08134 -1.54136 -3.87467
C: 1.61415 -0.77928 -2.80783
N: 0.84398 -1.29703 -1.85047
C: 0.48799 -2.57659 -1.91375
H: 2.06925 -3.50350 -4.76853
H: 2.70579 -1.08897 -4.63428
H: 1.79377 0.28854 -2.70737
H: -0.13320 -2.94091 -1.10740
C: -1.05769 -5.97375 2.32090
N: -1.48857 -4.61791 2.07318
C: -2.59371 -4.09341 2.67709
C: -2.95419 -2.81974 2.48403
C: -2.14380 -1.97463 1.58932
O: -2.46049 -0.80050 1.39132
N: -1.04368 -2.53887 1.00307
C: -0.68129 -3.79803 1.25070
O: 0.35115 -4.33501 0.80469
H: -1.85418 -6.49789 2.85062
H: -0.14320 -6.00008 2.91819
H: -0.84558 -6.48018 1.37988
H: -3.14913 -4.77451 3.31368
H: -3.82938 -2.39791 2.95516
C: -0.26767 2.53769 -4.29323
C: 0.52939 3.44899 -3.40523
C: 0.90746 4.69796 -3.83109
C: 1.64181 5.58012 -3.02291
C: 1.97619 5.12895 -1.74797
C: 1.62327 3.88165 -1.26573
C: 2.04205 3.49251 0.11933
C: 0.86012 2.93453 -2.07387
N: 0.46808 1.72875 -1.75723
H: -0.55823 3.05016 -5.21587
H: -1.15663 2.17476 -3.76920
H: 0.29580 1.63329 -4.55055
H: 0.61833 5.01323 -4.83418
H: 1.93420 6.56404 -3.37156
H: 2.55005 5.78413 -1.09142
H: 2.65078 4.28211 0.56933
H: 2.62694 2.56526 0.13438
H: 1.18019 3.32065 0.77952

The net atomic charges from Mulliken, expressed in e, are: 1.16, -0.36, 0.14, -0.72, 1.03, -1.90, 0.27, 0.33, 0.35, -0.78, 0.74, 0.51, -0.58, 1.14, -0.83, -0.56, -0.05, 0.01, -0.17, -0.46, 0.28, 0.23, 0.37, 0.41, 0.00, -0.34, -0.19, -0.85, -0.19, 0.14, 0.02, 0.36, 0.41, 0.41, 0.11, -0.99, 0.20, 0.28, -1.13, 0.12, -0.47, -0.15, 0.39, -0.83, 0.31, 0.28, 0.30, 0.26, 0.39, -1.28, 1.24, -0.62, -0.77, -0.56, 1.04, -1.20, 0.45, -1.54, 0.41, 0.13, 0.09, 0.24, 0.31, 0.22, 0.35, 0.19, -0.07

---

# 2
Here is a molecular structure, C26H28BrCdIN6O4 from the OMol25 dataset. Energies are from ωB97M-V/def2-TZVPD.

Summary:
Kohn-Sham gap = 2.574 eV
HOMO level = 0.82 eV
Largest force on an atom = 0.0108 hartree/bohr
ΔE to the lowest compared entry with this formula, charge and spin = 25.4 kcal/mol
Molecular weight = 807.77 g/mol
Charge = -2

Element x y z (Å)
Cd: -0.38739 -0.10892 0.44233
N: -1.78694 -2.20235 3.30300
C: -1.78625 -2.89082 2.11451
O: -1.01771 -3.82598 1.93368
C: -2.76804 -2.40090 1.08062
C: -2.43567 -0.95702 0.68002
H: -0.91080 -2.28734 3.80162
H: -2.11183 -1.24596 3.23418
H: -3.78735 -2.48394 1.49102
H: -2.70151 -3.10249 0.24637
H: -2.78246 -0.27831 1.47045
H: -3.00757 -0.70545 -0.21777
O: 5.57509 -3.22169 0.83239
C: 4.32275 -2.66358 0.82865
C: 3.49927 -2.69117 -0.28415
C: 2.27680 -2.05763 -0.19251
N: 1.82492 -1.46670 0.91522
C: 2.62234 -1.47737 1.96619
Br: 1.97781 -0.71430 3.56908
C: 3.88610 -2.05036 1.98723
H: 5.77338 -3.51422 -0.06398
H: 3.82265 -3.11620 -1.22440
H: 1.63370 -1.97336 -1.05836
H: 4.50109 -2.01523 2.87309
I: -2.65514 -2.20743 -5.42679
C: -1.77072 -2.94629 -3.69866
C: -1.80390 -4.29926 -3.40482
C: -1.21109 -4.73803 -2.23435
C: -0.59953 -3.79729 -1.40819
N: -0.56301 -2.50312 -1.70879
C: -1.13877 -2.06509 -2.82236
H: -2.29213 -4.99601 -4.07565
H: -1.22716 -5.78229 -1.95033
H: -0.16245 -4.08597 -0.45989
H: -1.11808 -0.99513 -2.98302
C: -0.70958 3.03983 -3.59432
N: 0.40639 2.19535 -3.21592
C: 1.68542 2.49089 -3.58626
C: 2.71592 1.74988 -3.16529
C: 2.46254 0.61472 -2.26598
O: 3.39197 -0.12833 -1.92742
N: 1.18335 0.42042 -1.83158
C: 0.16835 1.16002 -2.30406
O: -1.01513 0.96455 -1.97128
H: -0.38741 3.68197 -4.41618
H: -1.03795 3.65076 -2.75304
H: -1.54944 2.42678 -3.91448
H: 1.79846 3.34766 -4.24048
H: 3.73089 1.96748 -3.46139
C: 0.04647 3.80064 -0.08331
C: -0.51461 3.82957 1.30302
C: -1.04664 4.98460 1.82724
C: -1.58606 5.06231 3.12094
C: -1.55968 3.88603 3.87804
C: -1.03016 2.70396 3.40668
C: -1.02707 1.47370 4.25948
C: -0.44526 2.57171 2.06421
N: 0.12689 1.48627 1.64532
H: -0.05560 4.77983 -0.56560
H: -0.46209 3.04550 -0.68650
H: 1.10120 3.49810 -0.08144
H: -1.04881 5.87864 1.20133
H: -2.00671 5.98254 3.51012
H: -1.97341 3.89759 4.88795
H: -1.48823 1.66635 5.23304
H: -0.01121 1.09398 4.40639
H: -1.55319 0.64391 3.76515

The net atomic charges from Mulliken, expressed in e, are: 1.91, -0.49, 0.24, -0.68, -0.11, -2.06, 0.29, 0.23, 0.36, 0.20, 0.89, 0.44, -0.61, 0.93, -0.79, -0.48, 0.05, -0.28, -0.11, -0.55, 0.29, 0.23, 0.50, 0.43, 0.02, -0.49, -0.08, -0.92, -0.15, 0.04, 0.14, 0.35, 0.40, 0.42, 0.09, -0.90, 0.35, -0.05, -1.05, 0.34, -0.70, 0.25, -0.06, -0.89, 0.36, 0.25, 0.24, 0.26, 0.39, -0.58, 1.11, -0.47, -0.80, -0.51, 1.15, -0.40, -0.68, -1.04, 0.34, -0.43, 0.27, 0.22, 0.30, 0.23, 0.36, -0.12, -0.41

---

# 3
Here is a molecular structure, C26H28CdCl3N13O3PS3 from the OMol25 dataset. Energies are from ωB97M-V/def2-TZVPD.

Summary:
Kohn-Sham gap = 8.010 eV
HOMO level = -10.77 eV
Largest force on an atom = 0.0128 hartree/bohr
ΔE to the lowest compared entry with this formula, charge and spin = 11.4 kcal/mol
Molecular weight = 916.54 g/mol
Charge = +1

Element x y z (Å)
Cd: -0.24988 -0.33317 0.67972
N: -1.19137 -0.58758 4.36801
C: -1.17352 -1.76058 3.66768
N: -1.11644 -1.80759 2.36454
C: -1.03708 -3.11976 1.91139
C: -1.01550 -4.05395 2.88560
S: -1.12699 -3.30210 4.43703
C: -1.05037 -3.35478 0.46312
C: -1.68265 -4.37712 -0.14608
S: -1.56520 -4.22270 -1.85913
C: -0.68842 -2.74235 -1.65253
N: -0.47379 -2.41435 -0.38512
N: -0.26940 -2.06375 -2.72501
H: -1.48814 0.22247 3.84302
H: -1.51243 -0.61650 5.32201
H: -0.93949 -5.12325 2.78569
H: -2.24506 -5.17194 0.31339
H: -0.75745 -2.14749 -3.61454
H: 0.23914 -1.20496 -2.60063
Cl: -3.43790 4.69684 2.56106
C: -3.70821 3.08256 1.90939
Cl: -4.90260 2.20372 2.87091
Cl: -4.19869 3.15436 0.21565
C: -2.44463 2.33645 1.97720
N: -1.45385 1.76231 2.02290
C: 3.17113 0.65780 4.86095
N: 3.44766 -0.63437 4.23340
C: 4.62722 -0.50034 3.37916
N: 4.50561 0.56093 2.37974
C: 4.20293 1.81942 3.06064
N: 3.00988 1.75420 3.90476
C: 1.79644 1.60249 3.11173
P: 1.82861 0.03545 2.12880
C: 2.29466 -1.12953 3.49003
C: 3.50702 0.24305 1.36836
H: 4.00997 0.90167 5.51408
H: 2.26917 0.57635 5.47012
H: 4.81941 -1.44970 2.87685
H: 5.48140 -0.26710 4.01590
H: 4.07704 2.60970 2.31873
H: 5.05294 2.07262 3.69543
H: 1.68581 2.44558 2.42602
H: 0.92407 1.59189 3.76832
H: 2.51723 -2.11258 3.06777
H: 1.44579 -1.24314 4.16667
H: 3.46401 1.04911 0.63371
H: 3.78877 -0.67669 0.84962
N: -3.36057 -0.55342 -2.15512
C: -4.05570 -0.96715 -1.05085
C: -3.31546 -0.58589 0.02385
N: -2.17588 0.06502 -0.41644
C: -2.24816 0.05022 -1.73948
H: -3.48136 -0.85543 -3.13473
H: -4.98869 -1.49610 -1.12646
H: -3.50995 -0.74341 1.07161
H: -1.50184 0.40450 -2.42765
O: -0.78321 -2.31146 -5.69177
S: -1.92891 -1.44533 -5.88239
O: -2.73666 -1.37695 -4.64711
O: -2.68893 -1.56917 -7.08664
C: -1.16822 0.20582 -5.91108
N: -1.20523 0.95816 -6.99892
C: -0.63216 2.15512 -6.90992
C: -0.02200 2.62121 -5.75076
C: -0.00723 1.73285 -4.69306
N: -0.57293 0.53134 -4.76811
C: 0.55569 1.92708 -3.33213
C: 1.47662 0.98812 -2.87102
C: 1.66800 0.86240 -1.51460
N: 0.99530 1.58857 -0.61083
C: 0.20913 2.56563 -1.06341
C: -0.01733 2.79489 -2.41443
H: -0.65662 2.76628 -7.80506
H: 0.43962 3.59703 -5.70245
H: 1.96655 0.31690 -3.56501
H: 2.33981 0.10538 -1.12156
H: -0.30596 3.15445 -0.31314
H: -0.72458 3.55172 -2.72740

The net atomic charges from Mulliken, expressed in e, are: 3.13, -0.12, -0.23, 0.37, -0.65, -0.45, -0.18, 0.03, -0.65, -0.19, 0.28, -0.11, -0.09, 0.00, 0.28, 0.53, 0.50, 0.06, 0.03, -0.08, 0.76, -0.08, -0.06, -0.38, -0.49, -0.99, 0.11, -0.95, 0.11, -0.94, 0.17, -1.18, 1.52, -0.97, -1.00, 0.29, 0.39, 0.41, 0.33, 0.39, 0.30, 0.41, 0.41, 0.50, 0.37, 0.41, 0.49, 0.22, -1.25, -0.45, 0.15, -0.22, 0.49, 0.48, 0.40, -0.16, -0.71, 1.16, -0.84, -0.67, -0.06, -0.49, -0.38, -0.63, 0.38, 0.05, 0.79, -0.95, -0.08, -0.32, -0.63, -0.68, 0.43, 0.48, 0.38, 0.38, 0.48, 0.47